Record 1
C5H7N | ωB97M-V/def2-TZVPD

For the total energy, the calculation gives -6783.4994 eV. The calculation puts the energy relative to the best compared isomer or geometry (same formula, charge and spin) at 115.6 kcal/mol. Its HOMO energy (spin up / spin down) is -0.303 / -0.299 Ha. The calculation puts the HOMO-LUMO gap (spin up / spin down) at 0.2854 / 0.2914 Ha. The lowest unoccupied orbital energy (spin up / spin down) comes out at -0.01718 / -0.00712 Ha.

```
13
C5H7N ωB97M-V/def2-TZVPD
C 1.55188 0.71247 0.11989
C 0.91552 -0.62289 -0.07643
C -0.75569 -0.97602 0.79082
C -1.47925 -0.48431 -0.30406
C -1.50133 0.86400 -0.72517
N -1.58460 1.93585 -1.15915
H 1.52410 1.47681 -0.68528
H 2.51925 0.13745 0.18430
H 1.46216 1.24896 1.07128
H 1.08619 -0.88833 -1.13697
H -0.43544 -0.34159 1.59650
H -1.10469 -1.95517 1.16678
H -2.19810 -1.10722 -0.84250
```

---

Record 2
C3H7N3O2 | ωB97M-V/def2-TZVPD

For the total energy, the calculation gives -11781.1788 eV. The calculation puts the energy relative to the best compared isomer or geometry (same formula, charge and spin) at 233.7 kcal/mol. Its HOMO energy is -0.328 Ha. The calculation puts the HOMO-LUMO gap at 0.3449 Ha. The lowest unoccupied orbital energy comes out at 0.01728 Ha.

```
15
C3H7N3O2 ωB97M-V/def2-TZVPD
C 0.28316 -1.61920 2.27232
C -0.17677 -0.32974 -0.09290
C -0.90571 2.48739 -2.41757
H 0.28447 -0.67348 3.09048
H 0.67075 -2.54877 2.70429
H -0.98294 -1.85363 1.45255
H 1.97177 -0.57770 -0.56338
H 0.66629 1.70368 -0.30075
H -1.82221 2.81020 -3.01667
H 0.07177 3.03895 -2.39444
N 1.24111 -0.48060 0.31899
N -0.08332 1.15824 -0.47791
N -0.96796 1.44655 -1.50044
O 1.54151 -1.60916 1.22349
O -1.21560 -0.89075 0.28555
```

---

Record 3
C18H38NiO20P4 | ωB97M-V/def2-TZVPD

Its multiplicity is 4. For the total energy, the calculation gives -138432.2669 eV. The expectation value of S² is 3.880. Its HOMO energy (spin up / spin down) is -0.413 / -0.372 Ha. As for the charge: +1. The calculation puts the HOMO-LUMO gap (spin up / spin down) at 0.3043 / 0.1943 Ha. The lowest unoccupied orbital energy (spin up / spin down) comes out at -0.10873 / -0.17762 Ha.

```
81
C18H38NiO20P4 ωB97M-V/def2-TZVPD
Ni 0.47639 0.60259 0.32045
C 3.26734 3.37489 -1.25855
C 2.33218 2.50951 -0.52479
C 2.53694 2.35433 1.03263
O 1.60913 1.72673 1.62101
C 3.84404 2.71224 1.54481
C 4.70031 3.47431 0.83924
C 4.36401 3.89048 -0.58653
O 5.03900 4.77975 -1.22687
O 5.71556 3.92458 1.53078
O 1.43918 1.75286 -1.00656
H 3.02912 3.58511 -2.29076
H 4.02806 2.59149 2.60214
C -3.74473 3.90002 0.90371
O -3.57222 2.87776 -0.02435
P -2.19697 2.53464 -0.72823
O -1.14361 1.89617 0.11696
O -2.55643 1.50103 -1.87714
C -3.62374 1.69054 -2.78092
O -1.83293 3.94697 -1.47049
C -0.84119 4.80269 -0.92795
H -4.81075 4.12188 0.95351
H -3.28279 4.85902 0.66911
H -3.44201 3.56032 1.89419
H -3.27420 1.39752 -3.77090
H -3.77971 2.76914 -2.80109
H -4.50816 1.11770 -2.50207
H -1.20106 5.81890 -0.76700
H -0.00331 4.86395 -1.62242
H -0.39376 4.37836 -0.02915
C -0.79781 -0.62728 5.18253
O -1.73346 -0.59684 4.14566
P -1.44750 -1.14607 2.63757
O -0.50167 -0.35325 1.84048
O -2.92651 -1.20890 1.95081
C -3.75805 -0.05426 1.72864
O -1.05401 -2.73025 2.75762
C -1.99061 -3.66385 3.35423
H -0.37366 0.35698 5.38110
H 0.01715 -1.30409 4.92588
H -1.27753 -0.97723 6.09660
H -3.83591 0.07561 0.64921
H -3.38887 0.81680 2.27000
H -4.73915 -0.24004 2.16571
H -2.38089 -4.32602 2.58136
H -2.75568 -3.18531 3.96560
H -1.36065 -4.24870 4.02444
C 5.03961 -0.42499 0.59686
O 4.42568 -1.55996 -0.02143
P 2.86664 -1.98692 0.33779
O 1.92649 -0.76860 0.28421
O 2.53883 -3.25523 -0.63374
C 1.30465 -3.93566 -0.48169
O 3.00938 -2.73394 1.78595
C 3.60958 -4.02109 1.93393
H 5.88968 -0.71215 1.21575
H 4.33707 -0.03527 1.33351
H 5.34800 0.31325 -0.14340
H 1.41680 -4.97775 -0.18240
H 0.84009 -3.87489 -1.46586
H 0.59861 -3.53166 0.24385
H 2.93193 -4.66034 2.49984
H 4.49311 -3.94791 2.56807
H 3.91239 -4.49880 1.00216
C 1.57944 -1.60391 -3.69034
O 0.41430 -2.25377 -3.18111
P -0.76441 -1.41427 -2.37465
O -0.30672 -0.57078 -1.25161
O -1.38387 -0.45117 -3.52567
C -1.87390 -0.88864 -4.78410
O -1.90291 -2.52503 -2.01885
C -3.22724 -2.09703 -1.70133
H 1.29680 -0.71864 -4.26001
H 2.20036 -2.27153 -4.28769
H 2.23015 -1.25971 -2.88646
H -1.60917 -1.89776 -5.09987
H -1.39793 -0.27226 -5.54675
H -2.95045 -0.80821 -4.93458
H -3.86896 -2.71834 -2.32604
H -3.45045 -1.03445 -1.79729
H -3.34244 -2.50539 -0.69730
```

---

Record 4
C3H10N2O3 | ωB97M-V/def2-TZVPD

As for the SMILES: NC(=O)O.NCCO. For the total energy, the calculation gives -12396.1700 eV. The calculation puts the energy relative to the best compared isomer or geometry (same formula, charge and spin) at 13.0 kcal/mol. Its HOMO energy is -0.347 Ha. The calculation puts the HOMO-LUMO gap at 0.3697 Ha. The lowest unoccupied orbital energy comes out at 0.02257 Ha.

```
18
C3H10N2O3 ωB97M-V/def2-TZVPD
C 0.30810 -1.82352 -0.22008
O 0.83094 -3.05133 -0.68499
C -0.51260 -1.17147 -1.32033
N -1.01440 0.12414 -0.84108
H -0.35582 -1.95065 0.64333
H 1.07207 -1.10954 0.09399
H 1.70153 -3.12846 -0.30571
H 0.09568 -0.99083 -2.20925
H -1.31128 -1.84481 -1.64516
H -1.38758 0.00588 0.08665
H -1.75113 0.43965 -1.46046
N -0.16200 2.76802 1.03429
C 0.33275 1.55853 1.48164
O 1.54207 1.26703 0.96318
O -0.21598 0.85085 2.27230
H -1.03588 3.06819 1.43614
H -0.06668 2.90700 0.04801
H 1.93022 2.08131 0.62755
```

---

Record 5
C2H7N2O | ωB97M-V/def2-TZVPD

For the total energy, the calculation gives -7207.2229 eV. The calculation puts the energy relative to the best compared isomer or geometry (same formula, charge and spin) at 44.3 kcal/mol. Its HOMO energy is -0.541 Ha. As for the charge: +1. The calculation puts the HOMO-LUMO gap at 0.3493 Ha. The lowest unoccupied orbital energy comes out at -0.19176 Ha.

```
12
C2H7N2O ωB97M-V/def2-TZVPD
C 0.69035 -2.74520 -0.30527
N 0.88816 -1.65976 -0.98904
H 1.02487 -3.01834 0.65517
H -0.06930 -3.35667 -0.70002
H 0.94336 -0.64634 -0.50072
H 0.59382 -1.69317 -1.97732
C -0.37507 1.49207 0.79547
N -1.22632 2.40493 0.25485
O 0.15533 0.46485 0.32109
H -0.57962 1.38547 1.86868
H -1.26997 2.79628 -0.68838
H -1.41039 3.11658 0.97193
```

---

Record 6
C49H45F3GaN4O5P2 | ωB97M-V/def2-TZVPD

For the total energy, the calculation gives -146837.2563 eV. The calculation puts the energy relative to the best compared isomer or geometry (same formula, charge and spin) at 195.6 kcal/mol. Its HOMO energy (spin up / spin down) is -0.368 / -0.365 Ha. As for the charge: +1. The calculation puts the HOMO-LUMO gap (spin up / spin down) at 0.2420 / 0.2725 Ha. The lowest unoccupied orbital energy (spin up / spin down) comes out at -0.12648 / -0.09220 Ha.

```
109
C49H45F3GaN4O5P2 ωB97M-V/def2-TZVPD
Ga 0.98175 0.91659 0.22511
C 1.32476 -6.61025 -0.98643
O 1.66481 -5.39715 -0.33212
C 2.82946 -5.36680 0.37077
C 3.75266 -6.39738 0.43155
C 4.91593 -6.24368 1.17548
C 5.15392 -5.07185 1.86980
C 4.22296 -4.04230 1.83086
C 3.06701 -4.17913 1.07719
N 2.05074 -3.19809 1.04072
C 2.16916 -1.86413 0.81161
N 3.39004 -1.36141 0.61886
C 3.78786 -0.08473 0.17174
C 2.95205 0.96740 -0.18266
C 3.52906 2.16624 -0.61230
C 4.89919 2.31586 -0.66694
C 5.73815 1.26185 -0.32474
C 5.18781 0.06166 0.07351
O 5.90447 -1.05087 0.40580
C 7.29171 -1.06492 0.10641
N 1.09343 -1.10909 0.77195
C -0.18539 -1.65890 0.59625
C -1.04060 -1.62990 1.79591
C -2.52690 -2.02336 2.08115
C -3.52540 -2.10508 1.02965
C -3.06252 -1.91048 -0.33458
C -0.64734 -1.44962 -0.85857
O 0.26160 -0.47458 -1.45410
C -0.04260 -0.04416 -2.78163
H 0.35114 -6.44054 -1.43825
H 1.25602 -7.43751 -0.27666
H 2.04732 -6.86120 -1.76590
H 3.58235 -7.32066 -0.10366
H 5.63458 -7.05085 1.20838
H 6.05450 -4.95702 2.45694
H 4.38992 -3.14561 2.41418
H 1.11081 -3.55421 0.93935
H 4.16258 -2.01315 0.65968
H 2.88772 2.99257 -0.88584
H 5.32862 3.26222 -0.96791
H 6.81051 1.39114 -0.36203
H 7.61291 -2.09500 0.23562
H 7.85044 -0.41852 0.78589
H 7.47536 -0.75850 -0.92543
H -0.44936 -1.96378 2.64968
H -2.59262 -2.86000 2.78307
H -4.54303 -2.37779 1.27744
H -2.82850 -2.86945 -0.79574
H -0.06410 -0.88987 -3.46585
H 0.75889 0.63225 -3.07236
H -0.99604 0.48473 -2.82561
C -3.95275 1.75226 0.72421
N -2.62262 1.78265 0.10369
P -1.78800 3.28528 -0.40133
C -3.13812 4.48014 -0.12234
C -3.94968 5.01158 -1.11996
C -4.99087 5.86363 -0.77841
C -5.21883 6.19365 0.54888
C -4.37674 5.70971 1.54077
C -3.32981 4.86658 1.20706
C -1.82015 3.02073 -2.21248
C -2.84612 2.42029 -2.93913
C -2.74064 2.28948 -4.31470
C -1.61075 2.75526 -4.97707
C -0.57782 3.34281 -4.26139
C -0.68019 3.46788 -2.88252
P -1.54111 0.56972 0.49491
C -2.02360 -0.86465 -0.59186
C -3.26656 -0.89101 -1.45047
C -3.24788 -1.43001 -2.82500
C -2.44171 -2.38012 -3.31684
C -1.31902 -3.07804 -2.69286
C -0.55770 -2.73120 -1.64914
C -1.50104 -0.05731 2.23861
C -2.71066 -0.66093 2.94229
C -2.50109 -0.90252 4.39006
C -1.39572 -0.51371 5.03866
C -0.40978 0.32977 4.39115
C -0.49673 0.61224 3.08194
H -4.66969 2.25861 0.07941
H -3.97147 2.23682 1.70121
H -4.26290 0.71148 0.84852
H -3.77458 4.76220 -2.15803
H -5.63180 6.26381 -1.55332
H -6.04263 6.84571 0.80777
H -4.53277 5.98953 2.57446
H -2.64839 4.50731 1.96984
H -3.73087 2.06085 -2.42485
H -3.54134 1.82738 -4.87857
H -1.53975 2.66517 -6.05308
H 0.30163 3.70214 -4.77987
H 0.12222 3.92956 -2.31461
H -3.94923 -0.06619 -1.28990
H -4.02020 -1.04209 -3.47908
H -2.65139 -2.71919 -4.32518
H -1.05177 -4.00450 -3.19232
H 0.24424 -3.39652 -1.34735
H -3.69188 -0.23031 2.74462
H -3.29051 -1.42891 4.91430
H -1.28219 -0.72759 6.09327
H 0.35843 0.79317 4.99554
H 0.18094 1.33093 2.64526
F 1.61521 5.17745 0.30651
C 1.63489 4.85613 1.61934
F 2.91120 4.61483 1.95717
F 1.21329 5.90961 2.30394
C 0.76344 3.59224 1.85148
O -0.15203 3.60672 2.63970
O 1.16777 2.62849 1.10183
```